Here is 13 unconnected molecules or ions with the total composition C34H70Cl12N7O8 from the Open Molecules 2025 dataset. Energies are from ωB97M-V with the def2-TZVPD basis set.

Computed properties:
Orbital gap (alpha / beta)   1.29 / 3.72 eV
Highest occupied orbital energy (alpha / beta)   1.70 / -0.74 eV
Spin multiplicity   2
Expectation value of S²   0.750
Net charge   -2
Maximum force   6.66 eV/Å
E_tot   -7844.92726 Ha

The geometry in XYZ format:
```
131
Properties=species:S:1:pos:R:3:lowdin_spin:R:1
C 2.57 -0.50 2.22 0.0020
C 2.03 -0.67 0.80 0.0005
N 0.74 -0.08 0.63 0.0002
C -0.49 -0.72 0.98 0.0010
C -1.49 0.02 0.48 0.0005
N -1.01 1.17 -0.22 0.0000
C 0.37 1.05 -0.07 0.0001
C -1.83 2.16 -0.95 0.0001
H 1.83 -0.92 2.91 0.0023
H 2.73 0.54 2.49 0.0001
H 3.61 -0.84 2.26 0.0001
H 1.96 -1.70 0.46 0.0005
H 2.76 -0.13 0.19 0.0001
H -0.51 -1.57 1.64 0.0007
H -2.55 -0.17 0.48 0.0001
H 1.06 1.62 -0.68 0.0000
H -2.48 2.83 -0.39 0.0001
H -2.25 1.69 -1.84 0.0000
H -1.05 2.78 -1.38 0.0000
C 2.31 2.88 -2.74 0.0000
O 3.16 3.60 -3.32 0.0000
O 1.35 3.41 -2.20 0.0000
O 2.57 1.67 -2.58 0.0000
Cl -3.50 -4.84 -1.92 0.0452
C -2.31 -3.53 -1.44 0.0046
C -1.00 -4.13 -0.91 0.0064
Cl -0.09 -5.10 -2.13 0.0265
H -2.79 -2.93 -0.66 0.0003
H -2.21 -2.81 -2.25 0.0006
H -1.11 -4.87 -0.11 0.0058
H -0.30 -3.39 -0.53 0.0006
Cl 4.46 3.82 1.48 0.0003
C 2.89 4.36 0.74 0.0001
C 3.10 5.49 -0.29 0.0000
Cl 3.45 7.07 0.56 0.0000
H 2.26 4.75 1.54 0.0000
H 2.41 3.50 0.28 0.0000
H 2.21 5.65 -0.89 0.0000
H 3.92 5.31 -0.99 0.0000
Cl 2.83 -2.25 -5.28 0.0008
C 3.34 -1.27 -3.91 0.0003
C 4.01 -2.21 -2.86 0.0004
Cl 2.88 -3.24 -1.92 0.0052
H 2.52 -0.70 -3.48 0.0001
H 4.12 -0.59 -4.26 0.0000
H 4.62 -1.66 -2.16 0.0001
H 4.68 -2.90 -3.37 0.0001
Cl 0.02 1.11 -6.62 0.0001
C 0.72 0.38 -5.14 0.0001
C -0.23 0.51 -3.88 0.0004
Cl -1.68 -0.46 -4.12 0.0024
H 1.65 0.94 -5.03 0.0000
H 0.87 -0.68 -5.35 0.0000
H -0.37 1.58 -3.83 0.0000
H 0.28 0.28 -2.94 0.0001
Cl -5.16 4.07 -3.04 0.0013
C -3.84 5.16 -2.44 0.0003
C -4.26 6.64 -2.44 0.0001
Cl -4.55 7.15 -4.10 0.0001
H -2.92 5.13 -3.03 0.0000
H -3.58 4.85 -1.43 0.0000
H -3.59 7.45 -2.13 0.0000
H -5.22 6.76 -1.93 0.0000
Cl 5.23 0.91 3.73 0.0013
C 4.91 2.22 4.97 0.0005
C 5.76 2.06 6.24 0.0018
Cl 5.21 0.70 7.28 0.0106
H 3.85 2.25 5.20 0.0003
H 5.16 3.21 4.58 0.0001
H 5.72 2.95 6.86 0.0002
H 6.74 1.83 5.82 0.0002
C 6.29 -3.80 1.90 0.0077
O 7.53 -3.56 2.01 0.0031
N 5.39 -3.51 2.83 0.0007
C 4.03 -4.10 2.68 0.0211
C 5.66 -2.91 4.14 0.0100
H 5.83 -4.38 1.08 0.0027
H 3.79 -4.18 1.62 0.0007
H 3.18 -3.52 3.04 0.0021
H 3.89 -5.06 3.17 0.0169
H 5.68 -3.72 4.87 0.0087
H 6.57 -2.32 4.23 0.0005
H 4.89 -2.21 4.50 0.0016
C -2.41 6.19 1.06 0.0001
O -2.50 4.99 0.85 0.0006
N -1.65 7.11 0.48 0.0000
C -1.81 8.53 0.72 0.0000
C -0.64 6.66 -0.47 0.0000
H -3.11 6.69 1.74 0.0000
H -2.53 8.81 1.49 0.0000
H -2.18 8.95 -0.22 0.0000
H -0.83 8.99 0.82 0.0000
H -0.39 5.60 -0.37 0.0000
H -0.75 7.04 -1.48 0.0000
H 0.24 7.20 -0.12 0.0000
C 0.75 -5.02 2.56 0.0542
O 0.69 -4.01 1.87 0.0190
N 1.35 -6.15 2.16 0.0081
C 1.33 -7.40 3.01 0.3009
C 1.74 -6.40 0.75 0.0380
H 0.40 -5.15 3.59 0.0364
H 0.95 -8.33 2.60 0.0619
H 0.76 -7.21 3.93 0.0662
H 2.29 -7.68 3.46 0.0496
H 1.82 -5.46 0.22 0.0021
H 2.73 -6.86 0.66 0.0164
H 1.06 -7.02 0.17 0.0173
C -4.46 -1.52 2.09 0.0048
O -3.52 -1.33 2.88 0.0071
N -4.66 -2.77 1.54 0.0015
C -5.89 -2.98 0.76 0.0118
C -3.80 -3.97 1.90 0.0381
H -5.17 -0.75 1.76 0.0017
H -6.26 -2.13 0.19 0.0020
H -6.66 -3.44 1.38 0.0041
H -5.65 -3.79 0.06 0.0019
H -4.12 -4.60 2.73 0.0256
H -3.65 -4.61 1.03 0.0079
H -2.80 -3.63 2.17 0.0050
C -5.10 -0.19 -1.85 0.0013
O -4.32 -0.77 -1.13 0.0008
N -5.73 -0.78 -2.88 0.0004
C -6.80 -0.08 -3.54 0.0035
C -5.39 -2.09 -3.28 0.0039
H -5.35 0.87 -1.70 0.0004
H -7.17 0.66 -2.83 0.0008
H -7.66 -0.69 -3.80 0.0011
H -6.45 0.39 -4.47 0.0002
H -6.27 -2.73 -3.21 0.0025
H -5.08 -2.02 -4.32 0.0006
H -4.57 -2.51 -2.71 0.0005
```

=====

Here is C4H13N3 in the gas phase from the Open Molecules 2025 dataset. Energies are from ωB97M-V with the def2-TZVPD basis set.

Computed properties:
Relative energy (zero: lowest compared OMol25 entry of this formula, charge and spin)   36.6 kcal per mole
Orbital gap   8.86 eV
Highest occupied orbital energy   -7.88 eV
Spin multiplicity   1
Maximum force   4.67 eV/Å
E_tot   -324.41659 Ha

The geometry in XYZ format:
```
20
Properties=species:S:1:pos:R:3:nbo_charge:R:1
N 2.67 0.43 -0.38 -0.8293
C 2.15 -0.84 0.06 -0.1964
C 0.40 -0.97 -0.05 -0.4378
C -0.23 0.19 0.61 -0.0607
N -0.08 1.44 -0.09 -0.8474
C -1.98 -0.31 0.55 -0.2367
N -2.65 0.13 -0.66 -0.8294
H 2.64 1.11 0.39 0.3549
H 2.03 0.83 -1.08 0.3585
H 2.53 -1.63 -0.59 0.1736
H 2.47 -1.04 1.08 0.1808
H 0.19 -1.01 -1.12 0.1884
H 0.17 -1.92 0.43 0.2142
H 0.05 0.29 1.65 0.1907
H -0.41 1.36 -1.05 0.3526
H -0.60 2.19 0.36 0.3638
H -2.11 -1.39 0.68 0.1852
H -2.44 0.18 1.41 0.1781
H -2.65 1.15 -0.71 0.3495
H -2.17 -0.21 -1.49 0.3473
```